one | This record from the OMol25 dataset describes a cluster of 2 separate species, C4H5N3O3 in total. The level of theory is wB97M-V/def2-TZVPD.

HOMO (spin up / spin down)   -8.834 / -8.946 eV
Spin multiplicity   1
Molar mass   143.10 g mol⁻¹
LUMO level (spin up / spin down)   -0.60 / -1.42 eV

Element x y z (Å)
C: -1.1572 0.1365 -0.8713
C: -2.4977 -0.1086 -0.7916
C: -1.6622 -1.0308 0.9916
C: -0.6575 -0.4726 0.2842
N: 2.0708 1.4388 0.7145
N: 1.9845 0.1539 0.9216
N: 1.9612 -0.5786 -0.2378
O: 2.0503 -1.7772 -0.1133
O: 1.9448 0.0408 -1.2969
O: -2.8068 -0.8045 0.3197
H: -0.6130 0.6457 -1.6380
H: -3.3027 0.1590 -1.4472
H: -1.6983 -1.5807 1.9075
H: 2.1562 1.7513 -0.2572
H: 2.2273 2.0270 1.5142


two | This record from the OMol25 dataset describes a structure of composition C4H5N3O3. The level of theory is wB97M-V/def2-TZVPD.

HOMO   -10.470 eV
Spin multiplicity   1
Molar mass   143.10 g mol⁻¹
LUMO level   -0.01 eV

Element x y z (Å)
O: 0.1659 -4.8455 4.9315
C: 0.9404 -3.7225 4.6576
C: 0.6192 -3.1072 3.3299
N: -0.2339 -3.4723 2.4226
C: 0.1312 -2.6909 1.3640
N: 1.1200 -1.8764 1.6159
O: 1.3308 -2.0429 2.9541
C: -0.6032 -2.5224 0.1052
N: -1.7596 -2.7756 -0.2595
H: -0.7433 -4.5841 5.1066
H: 0.8516 -2.9342 5.4235
H: 1.9978 -4.0258 4.6465
O: -0.4743 -0.9387 -0.5080
H: 0.2302 -0.5720 0.0471
H: -1.8686 -1.6730 -0.9494


Most stable: two. Least stable: one.


one | This record from the OMol25 dataset describes a structure of composition C11H17NO2. The level of theory is wB97M-V/def2-TZVPD.

HOMO   -8.103 eV
Spin multiplicity   1
Molar mass   195.26 g mol⁻¹
LUMO level   0.81 eV

Element x y z (Å)
C: -3.2924 -1.1896 3.0419
C: -1.3997 -0.6489 1.7293
C: -1.2309 -1.9272 1.2216
C: -0.4505 -2.1010 0.0635
C: 0.5013 -1.1064 -0.1659
C: 2.6653 -1.5718 -0.8769
C: 0.5220 0.2291 0.4771
C: 1.2883 1.4007 -0.0908
C: 0.8889 2.0337 -1.4451
C: -0.4559 2.3610 -1.8420
C: -0.4544 0.3685 1.4332
H: -2.9467 -1.9740 3.7030
H: -3.8931 -1.7060 2.2265
H: -4.0049 -0.5931 3.5444
H: -1.9712 -2.6843 1.6415
H: -0.3071 -3.0632 -0.4743
H: 2.7774 -2.8459 -0.8410
H: 2.9835 -0.8669 0.0122
H: 3.4672 -1.2147 -1.7525
H: 1.2136 2.1217 0.6937
H: 2.3467 1.1166 -0.1306
H: 1.4178 2.9100 -1.4259
H: -0.5224 2.4411 -3.0760
H: -0.8140 3.5757 -1.4093
H: -1.0579 1.4479 -1.1598
H: 1.2870 1.6317 -3.3792
H: 1.3854 0.3894 -2.3317
H: -0.6458 1.4144 1.7607
N: 1.6005 1.3798 -2.5195
O: -2.2526 -0.2712 2.6398
O: 1.3546 -1.0570 -1.2680


two | This record from the OMol25 dataset describes a cluster of 2 separate species, C11H17NO2 in total. The level of theory is wB97M-V/def2-TZVPD.

HOMO   -8.480 eV
Spin multiplicity   1
SMILES   CCc1ccc(O)cc1.CCC(N)=O
Molar mass   195.26 g mol⁻¹
LUMO level   0.77 eV

Element x y z (Å)
C: 1.2101 2.2468 0.2622
C: 0.0285 1.3690 1.0502
C: 0.5587 0.2789 1.8292
C: 0.2634 0.3524 3.1646
C: 0.8470 -0.6615 3.9888
C: 1.6790 -1.6576 3.4590
O: 2.1332 -2.6385 4.2903
C: 1.9705 -1.7034 2.1626
C: 1.3436 -0.7333 1.3320
H: 0.9120 3.3409 0.2995
H: 1.2986 2.1508 -0.8120
H: 2.1697 1.9290 0.7030
H: -0.4113 2.2856 1.5200
H: -0.6097 0.8816 0.2312
H: -0.4588 1.0217 3.5638
H: 0.6887 -0.6941 5.1269
H: 2.0460 -2.3208 5.1711
H: 2.8291 -2.4237 2.0878
H: 1.4676 -0.8202 0.2181
C: -0.7304 -1.2634 -3.7663
C: -1.2978 -0.4088 -2.5940
C: -1.7763 0.8380 -3.1935
N: -3.1432 0.7388 -3.4524
O: -1.2659 1.9106 -3.3850
H: -1.6312 -1.6247 -4.4053
H: -0.2428 -2.1518 -3.4042
H: -0.0764 -0.6235 -4.4366
H: -2.1119 -0.9934 -1.9390
H: -0.4198 -0.1990 -1.8704
H: -3.5826 1.6223 -3.6295
H: -3.6878 -0.0485 -3.5721


Most stable: two. Least stable: one.


one | This record from the OMol25 dataset describes a structure of composition C3H5O2P. The level of theory is wB97M-V/def2-TZVPD.

HOMO (spin up / spin down)   -6.284 / -10.889 eV
Spin multiplicity   3
<S²>   2.0115
Molar mass   104.04 g mol⁻¹
LUMO level (spin up / spin down)   0.87 / -4.22 eV

Element x y z (Å)
C: 0.3285 0.5527 0.0422
C: -0.4995 1.3709 -0.3246
C: 1.0697 -0.5659 0.5240
O: -1.6074 -1.4558 -0.1125
O: -2.7519 0.7004 0.7627
P: -2.0414 -0.0709 -0.2429
H: -2.3403 0.2760 -1.5515
H: -0.8880 2.2936 -0.6620
H: 1.9497 -0.2270 1.0688
H: 0.4278 -1.1387 1.1956
H: 1.3737 -1.2110 -0.3027


two | This record from the OMol25 dataset describes the molecule C3H5O2P. The level of theory is wB97M-V/def2-TZVPD.

HOMO (spin up / spin down)   -4.737 / -9.933 eV
Spin multiplicity   3
<S²>   2.0081
Molar mass   104.04 g mol⁻¹
LUMO level (spin up / spin down)   0.98 / -1.80 eV

Element x y z (Å)
C: 0.5116 -0.1694 -0.2449
C: -1.2894 -1.0729 0.4813
C: -0.4639 0.4846 -0.8578
O: 0.1315 -1.2803 0.4184
O: -1.6697 -0.4595 -0.6730
P: 2.4059 -0.1289 0.0944
H: -1.2261 -0.3239 1.4168
H: -2.1437 -1.8570 0.5385
H: -0.5738 1.4867 -1.3361
H: 2.0897 -1.4650 -0.0775
H: 2.7837 0.1911 -1.2058


Most stable: one. Least stable: two.


one | This record from the OMol25 dataset describes the molecule C2H6OS. The level of theory is wB97M-V/def2-TZVPD.

HOMO   -8.408 eV
Spin multiplicity   1
SMILES   OCCS
Molar mass   78.14 g mol⁻¹
LUMO level   0.76 eV

Element x y z (Å)
O: 0.7293 -1.0744 0.1183
C: 0.6935 0.2828 -0.3861
C: -0.5509 0.7299 0.3116
S: -1.7813 -0.3760 -0.1261
H: 0.7102 -1.1469 1.1790
H: 0.7942 0.2402 -1.5477
H: 1.6707 0.9150 -0.2584
H: -0.5291 0.2965 1.3509
H: -0.8126 1.7235 0.1100
H: -0.9241 -1.5905 -0.7515


two | This record from the OMol25 dataset describes a cluster of 2 separate species, C2H6OS in total. The level of theory is wB97M-V/def2-TZVPD.

HOMO   -9.186 eV
Spin multiplicity   1
SMILES   C=O.CS
Molar mass   78.14 g mol⁻¹
LUMO level   -0.80 eV

Element x y z (Å)
C: -0.6690 0.0086 -2.3102
O: 0.3460 0.1787 -3.0630
H: -1.5173 -0.5859 -2.5733
H: -0.7582 0.2901 -1.2924
C: 0.3006 0.4287 2.0519
S: 0.5625 -0.9546 0.7589
H: 0.8260 0.0003 2.9383
H: 0.8138 1.2915 1.7799
H: -0.7513 0.8448 2.2623
H: 0.8469 -1.5023 -0.5524


Most stable: one. Least stable: two.


one | This record from the OMol25 dataset describes a cluster of 2 separate species, C2H3Cl2PS in total. The level of theory is wB97M-V/def2-TZVPD.

HOMO (spin up / spin down)   -8.801 / -8.801 eV
Spin multiplicity   1
Molar mass   160.99 g mol⁻¹
LUMO level (spin up / spin down)   -1.51 / -1.51 eV

Element x y z (Å)
C: -0.2811 0.3598 -0.0656
C: 0.2253 -0.5671 0.6700
P: -0.3329 -0.2264 3.3225
S: -0.9948 -1.6279 4.4962
Cl: 1.2962 0.6928 4.0677
Cl: -1.6443 1.3134 3.1660
H: -0.1567 0.3712 -1.1457
H: -0.8577 1.1750 0.3457
H: 0.8161 -1.4509 0.6263


two | This record from the OMol25 dataset describes a structure of composition C2H3Cl2PS. The level of theory is wB97M-V/def2-TZVPD.

HOMO   -9.271 eV
Spin multiplicity   1
Molar mass   160.99 g mol⁻¹
LUMO level   -1.13 eV

Element x y z (Å)
C: -1.3198 0.4207 1.0462
C: -1.1556 -0.6338 0.2938
P: 1.6221 0.9308 -1.0372
S: 3.3620 0.7281 -0.2359
Cl: 1.4884 -0.2613 -2.7092
Cl: 0.3877 -1.3471 0.0740
H: -2.2192 0.8328 1.3330
H: -0.3901 0.7225 1.5135
H: -1.7754 -1.3927 -0.2782


Most stable: two. Least stable: one.


one | This record from the OMol25 dataset describes the molecule C5H7Br. The level of theory is wB97M-V/def2-TZVPD.

HOMO   -8.493 eV
Spin multiplicity   1
SMILES   C[C@H]1[C@@H]2C[C@]12Br
Molar mass   147.02 g mol⁻¹
LUMO level   0.91 eV

Element x y z (Å)
C: -0.6212 -1.7160 0.0321
C: -0.4431 -0.2851 -0.4299
C: -0.2724 0.7265 0.6718
C: 0.4430 1.8551 -0.1350
C: 0.9177 0.4574 -0.3761
Br: 2.6821 -0.1628 0.0138
H: 0.1227 -2.0570 0.6744
H: -0.7516 -2.4346 -0.7728
H: -1.4885 -1.6359 0.5478
H: -1.0484 -0.0707 -1.2791
H: -0.3163 0.3962 1.6728
H: -0.2438 2.2310 -0.8634
H: 1.0200 2.6960 0.2436


two | This record from the OMol25 dataset describes the molecule C5H7Br. The level of theory is wB97M-V/def2-TZVPD.

HOMO   -9.579 eV
Spin multiplicity   1
SMILES   C=C(C)C(=C)Br
Molar mass   147.02 g mol⁻¹
LUMO level   0.91 eV

Element x y z (Å)
C: -0.6363 -0.0631 1.2625
C: 0.0667 0.3478 0.1929
C: -0.3589 1.4887 -0.7835
C: 1.2351 -0.6160 -0.1995
C: 1.1202 -1.8283 -0.6709
Br: 2.9664 0.1101 0.2125
H: -1.4627 0.4053 1.8122
H: -0.0569 -0.8566 1.7473
H: 0.5264 2.2207 -0.9015
H: -0.6467 1.0911 -1.7359
H: -1.1907 2.0239 -0.5538
H: 2.0078 -2.4986 -0.8366
H: 0.2646 -2.2337 -0.9797


Most stable: two. Least stable: one.